Record 1
50
Properties=species:S:1:pos:R:3:mulliken_charge:R:1 method="wB97M-V/def2-TZVPD" e_lumo_ev=2.38 charge=-1 gap_ev=7.69 largest_force_ev_per_a=3.9 e_homo_ha=-0.19500
Au 11.22 4.11 12.15 0.38
Se 9.85 3.69 10.15 -0.41
Se 9.97 7.43 9.78 -0.41
Cl 16.52 6.84 9.99 -0.17
P 8.80 5.68 9.93 0.76
O 17.59 6.92 12.89 -0.60
O 14.04 5.28 15.00 -0.83
O 16.25 6.55 14.61 -0.58
O 12.39 4.38 13.91 -0.67
N 13.67 4.81 11.55 -0.80
N 14.51 5.23 10.54 0.58
C 5.90 5.05 6.34 -0.56
C 14.20 5.30 12.67 0.34
C 15.54 6.00 11.06 0.42
C 6.64 6.30 8.28 -0.48
C 5.79 6.17 7.21 -0.60
C 16.52 6.57 13.32 0.43
C 7.85 4.30 7.61 -0.20
C 6.90 6.81 13.39 -0.55
C 6.96 4.10 6.58 -0.68
C 14.22 4.86 9.18 0.24
C 14.98 3.84 7.20 -0.70
C 5.54 5.14 12.33 -0.69
C 7.82 6.71 12.32 -0.39
C 5.81 6.03 13.40 -0.34
C 15.21 4.23 8.51 -0.23
C 7.60 5.80 11.27 0.35
C 13.49 4.93 13.94 1.06
C 12.99 5.15 8.63 -0.22
C 13.76 4.11 6.61 -0.45
C 12.77 4.79 7.35 -0.50
C 15.44 6.05 12.42 -0.42
C 7.70 5.37 8.45 0.30
C 6.45 4.99 11.29 -0.32
H 8.66 3.60 7.72 0.27
H 5.30 4.95 5.51 0.46
H 13.57 3.84 5.54 0.31
H 5.11 6.96 7.00 0.40
H 15.37 6.03 14.84 0.49
H 5.10 6.16 14.20 0.37
H 7.22 7.45 14.23 0.32
H 6.38 4.26 10.49 0.40
H 15.75 3.34 6.66 0.39
H 12.21 5.68 9.21 0.19
H 11.83 5.06 6.89 0.45
H 4.67 4.51 12.35 0.37
H 8.70 7.34 12.25 0.24
H 7.06 3.30 5.86 0.37
H 6.57 7.16 8.88 0.42
H 16.14 4.02 9.03 0.49



Record 2
54
Properties=species:S:1:pos:R:3:mulliken_charge:R:1 method="wB97M-V/def2-TZVPD" s_squared=0.770 e_lumo_ev="4.03 / 4.03" charge=-2 multiplicity=2 gap_ev="6.25 / 5.96" de_lowest_kcal_mol=14.6 largest_force_ev_per_a=0.5 e_homo_ha="-0.08144 / -0.07105"
Co -1.97 -0.73 0.15 -0.55
Cl -3.97 -1.81 -0.54 -0.64
S 1.63 -1.64 1.95 1.17
S -1.67 0.76 4.29 -0.27
O 0.45 3.40 -6.06 -0.70
O -3.17 4.07 -3.17 -0.71
O 1.09 -1.59 -2.57 -0.81
O 1.73 1.69 -5.85 -0.68
O -0.41 -1.46 -0.93 -0.33
O -2.14 0.75 -1.06 -0.78
O -3.17 3.20 -1.21 -0.57
O 2.61 -2.76 2.16 -0.84
N -2.79 3.23 -2.36 0.95
N 0.78 2.36 -5.49 1.06
N -1.67 -2.10 1.51 0.26
C 0.15 -1.03 -1.98 0.26
C 0.35 0.73 -3.69 -0.54
C 2.34 -0.54 0.73 -0.05
C -1.88 2.16 3.30 -0.38
C -1.74 2.30 -2.79 -0.33
C -1.58 -1.68 2.78 1.17
C -1.04 2.69 -3.90 -0.18
C -1.32 -2.58 3.81 -0.71
C -1.46 1.07 -2.06 1.13
C -1.12 -3.91 3.50 -0.32
C 3.40 1.08 -1.24 -0.44
C -1.73 -0.24 2.87 -0.50
C 3.55 -0.88 0.15 -0.46
C -1.99 1.85 1.97 -0.12
C -1.21 -4.33 2.18 -0.78
C 1.88 -0.53 3.34 -1.05
C -0.35 0.29 -2.59 0.15
C -1.50 -3.38 1.21 -0.14
C 4.08 -0.06 -0.84 -0.53
C 1.64 0.59 0.33 -0.08
C -1.89 0.44 1.69 0.15
C 2.18 1.40 -0.65 -0.60
C 0.01 1.92 -4.35 -0.53
H -1.58 -3.63 0.16 0.38
H 4.04 -1.80 0.46 0.45
H -1.92 3.13 3.76 0.46
H 1.31 0.39 3.18 0.28
H -1.30 3.61 -4.40 0.60
H -1.05 -5.36 1.90 0.38
H -0.89 -4.62 4.29 0.37
H -2.15 2.59 1.21 0.34
H 3.79 1.70 -2.03 0.37
H 1.62 2.27 -0.99 0.42
H -1.26 -2.22 4.83 0.41
H 0.66 0.80 0.74 0.11
H 1.50 -1.04 4.23 0.35
H 5.01 -0.33 -1.32 0.34
H 2.94 -0.33 3.42 0.44
H 1.17 0.11 -4.03 0.60



Record 3
45
Properties=species:S:1:pos:R:3:mulliken_charge:R:1 method="wB97M-V/def2-TZVPD" e_lumo_ev=-6.56 charge=+1 gap_ev=5.81 largest_force_ev_per_a=4.6 e_homo_ha=-0.45471
F -3.19 1.72 -2.79 -0.28
F -4.81 -2.56 -1.56 -0.27
F -2.33 -3.84 3.89 -0.30
O 2.45 -0.69 -0.46 -0.55
N 2.67 -0.45 2.84 -0.56
N 1.81 -0.08 2.24 0.53
C 1.86 2.79 -0.48 0.58
C 2.51 1.47 -2.47 -0.70
C 0.02 1.68 0.79 -0.11
C 0.39 0.34 0.42 0.32
C -1.51 -2.34 2.22 -0.64
C -3.04 0.52 -2.14 0.28
C 0.83 -2.47 1.63 -0.79
C 2.83 2.67 -3.12 -0.63
C 1.98 1.53 -1.16 0.17
C -0.04 -4.03 3.25 -0.64
C -3.83 -1.59 -1.52 0.32
C -3.86 -0.56 -2.46 -0.90
C -1.28 -3.39 3.12 0.06
C 1.64 0.27 -0.43 1.00
C 1.24 2.66 0.88 -1.16
C -2.84 -1.71 -0.53 -1.04
C -1.90 -0.67 -0.37 0.73
C 2.71 3.92 -2.45 -0.46
C 2.30 3.95 -1.11 -0.86
C 1.04 -3.50 2.54 -0.74
C -0.48 -0.77 0.36 0.52
C -0.41 -1.88 1.47 0.36
C -2.07 0.48 -1.15 -0.94
H 2.01 2.20 1.54 0.38
H 0.04 -1.27 -0.48 0.55
H -2.53 -1.93 2.12 0.72
H -0.67 1.79 1.63 0.35
H -0.63 2.00 -0.05 0.34
H 3.13 2.62 -4.18 0.37
H 2.36 4.91 -0.58 0.43
H -2.82 -2.62 0.07 0.65
H 0.94 3.62 1.31 0.55
H 3.01 4.85 -2.95 0.41
H -4.50 -0.53 -3.36 0.43
H 1.62 -2.13 0.96 0.75
H -1.38 1.31 -1.03 0.44
H 0.10 -4.90 3.89 0.45
H 2.59 0.48 -2.97 0.44
H 2.06 -3.87 2.67 0.42



Record 4
58
Properties=species:S:1:pos:R:3:mulliken_charge:R:1 method="wB97M-V/def2-TZVPD" s_squared=0.783 e_lumo_ev="3.86 / 3.86" charge=-2 multiplicity=2 gap_ev="4.71 / 5.80" de_lowest_kcal_mol=2.4 largest_force_ev_per_a=0.8 e_homo_ha="-0.03119 / -0.07117"
Hg -0.11 -0.62 0.22 1.97
Se 0.02 -4.84 0.42 0.09
As -1.40 -1.99 -3.78 0.62
Cl -4.21 3.77 -4.31 -0.28
S -3.19 -2.13 -0.71 1.47
S 1.23 -0.81 2.58 -0.45
O -0.90 -0.19 -4.33 -0.84
O -4.16 -2.23 0.36 -0.80
O -0.22 1.60 0.75 -0.66
O -0.82 0.98 -1.74 -0.13
O -1.62 -2.62 -5.31 -0.86
O -2.58 -3.37 -1.12 -0.67
O -1.13 3.44 1.61 -0.77
O -2.20 -1.04 -0.45 -0.68
N 0.02 1.35 3.53 -0.02
N 0.40 -3.07 0.32 -0.54
N 0.89 -5.25 -1.09 -0.94
N 1.37 -1.64 -1.23 -0.44
C -4.00 -1.47 -2.16 0.25
C 1.32 -4.09 -1.60 0.64
C -5.32 -1.05 -2.02 -0.59
C -3.35 4.28 -1.78 -0.79
C -1.65 2.03 -1.74 0.73
C 2.01 -3.90 -2.81 -0.61
C -2.58 3.97 -0.67 -0.41
C -2.44 2.32 -2.87 -0.79
C 1.04 -2.89 -0.84 0.94
C -1.73 2.87 -0.62 -0.11
C 0.97 3.19 4.62 -0.61
C 2.22 2.56 4.51 -0.08
C 1.19 0.70 3.35 0.43
C -4.00 -0.76 -4.44 -0.51
C -5.98 -0.48 -3.10 -0.39
C -3.31 -1.34 -3.39 -0.25
C -5.31 -0.33 -4.31 -0.61
C 2.33 1.35 3.89 -0.73
C 2.35 -2.60 -3.19 -0.31
C -0.11 2.57 4.06 -0.17
C 2.02 -1.51 -2.41 -0.69
C -3.25 3.43 -2.87 0.47
C -0.97 2.63 0.67 0.37
H -0.76 0.96 3.01 0.21
H -5.83 0.13 -5.15 0.35
H 3.10 3.04 4.91 0.35
H -1.09 3.01 4.04 0.39
H -2.63 4.59 0.21 0.42
H -4.00 5.14 -1.80 0.41
H -3.49 -0.66 -5.39 0.34
H -7.01 -0.15 -3.00 0.35
H 2.24 -4.76 -3.44 0.37
H -2.40 1.64 -3.71 0.50
H 3.29 0.86 3.76 0.38
H 2.24 -0.50 -2.72 0.39
H 2.86 -2.42 -4.13 0.33
H -5.81 -1.19 -1.06 0.45
H -0.98 0.40 -2.53 -0.12
H 0.86 4.17 5.06 0.38
H -0.72 -0.34 -5.27 0.23



Record 5
61
Properties=species:S:1:pos:R:3:mulliken_charge:R:1 method="wB97M-V/def2-TZVPD" s_squared=0.759 e_lumo_ev="-4.34 / -4.71" charge=+1 multiplicity=2 gap_ev="7.11 / 7.11" de_lowest_kcal_mol=21.4 largest_force_ev_per_a=1.1 e_homo_ha="-0.42055 / -0.43425"
Tl -0.05 -0.21 -0.48 2.35
Se 2.55 -3.25 1.01 0.21
O -0.80 -0.54 -2.80 -0.54
O -0.27 -1.82 -4.55 -0.42
O 2.26 0.59 0.40 -0.26
O 4.43 0.46 0.21 -0.48
O -0.11 -2.48 -0.99 -0.72
N 0.03 1.98 -0.55 -0.70
N 3.98 -4.44 -1.29 -0.51
N -2.51 1.23 0.62 0.76
N -0.44 2.63 0.55 0.71
N -1.18 -4.97 -3.01 -0.47
N -0.67 0.73 2.30 0.92
N 0.41 -3.48 -0.37 0.15
N -2.08 2.77 2.55 0.44
N -0.20 -0.39 1.70 -0.77
N 1.16 -6.72 0.37 -0.40
N -2.24 0.19 -0.21 -0.71
N 1.77 -0.53 -1.99 0.24
N -1.75 4.06 2.82 -1.15
C 0.74 -5.80 -0.18 -0.43
C 0.75 4.08 -0.63 -1.42
C -0.01 3.91 0.51 0.08
C -0.57 -4.86 -2.04 -0.05
C -0.56 0.58 3.63 0.09
C -3.07 2.35 3.39 -0.40
C 1.48 -1.11 -3.15 0.48
C 3.04 -0.42 -1.59 1.34
C 0.17 -1.24 2.65 -0.41
C 0.02 -1.14 -3.47 0.11
C -0.04 -0.67 3.90 -1.56
C 0.20 -4.66 -0.85 1.10
C -3.39 3.39 4.22 -1.06
C 3.78 -1.51 -3.59 -0.95
C -4.38 0.76 -0.46 -1.38
C 3.41 -4.03 -0.37 0.32
C 2.45 -1.63 -3.98 -0.55
C -2.53 4.43 3.82 -0.30
C 4.08 -0.88 -2.39 -1.05
C 0.76 2.85 -1.26 -0.15
C -3.37 -0.09 -0.86 -0.23
C 3.21 0.23 -0.24 0.20
C -3.79 1.59 0.48 0.01
B -1.41 1.89 1.52 0.15
H -3.38 -0.90 -1.57 0.55
H 4.57 -1.93 -4.19 0.46
H 5.11 -0.79 -2.09 0.32
H 1.23 4.99 -0.96 0.46
H -4.20 2.42 1.03 0.52
H 5.14 0.17 -0.38 0.28
H 0.55 -2.22 2.40 0.67
H -3.47 1.35 3.34 0.60
H 1.24 2.54 -2.17 0.58
H -1.22 -1.82 -4.72 0.42
H -2.45 5.43 4.21 0.47
H -4.12 3.41 5.01 0.48
H 2.17 -2.13 -4.90 0.63
H 0.16 -1.10 4.86 0.44
H -0.30 4.59 1.28 0.58
H -5.40 0.79 -0.80 0.45
H -0.87 1.36 4.31 0.52